(1)
C6H6 | the ωB97M-V functional and the def2-TZVPD basis

Each line ends with the Löwdin spin population.
Positions of all 12 atoms, in Å:
C -0.22 1.30 -0.50  0.055
C 0.39 1.16 0.74  0.223
C 0.19 -0.15 1.36  0.248
C 0.24 -1.28 0.55  0.065
C -0.18 -1.15 -0.78  0.164
C -0.46 0.15 -1.29  0.157
H -0.24 2.27 -1.00  0.005
H 0.95 1.98 1.17  0.026
H 0.33 -0.16 2.43  0.019
H 0.46 -2.25 0.98  0.006
H -0.58 -2.02 -1.28  0.012
H -1.15 0.33 -2.11  0.020

Calculated values
Energy: -232.14814 a.u.
Total charge: -1
Orbital gap (alpha / beta): 0.155 / 0.282 Ha
Spin multiplicity: 2
<S²>: 0.763
Relative energy (zero: lowest compared OMol25 entry of this formula, charge and spin): 62.3 kJ/mol
E_LUMO (alpha / beta): 5.01 / 4.65 eV
Molar mass: 78.114 g/mol

***

(2)
C3H5NO | the ωB97M-V functional and the def2-TZVPD basis

Each line ends with the Löwdin charge.
Positions of all 10 atoms, in Å:
C -1.05 -0.82 0.17  0.015
C -0.75 0.47 -0.11  -0.314
N -0.96 1.67 -0.14  0.195
H -1.19 -1.14 1.19  0.089
H -1.28 -1.51 -0.62  0.086
H -0.12 2.26 -0.12  0.081
C 1.23 -0.16 -0.11  -0.305
O 1.78 0.86 0.28  -0.051
H 1.29 -0.55 -1.14  0.107
H 1.06 -1.06 0.59  0.095

Calculated values
Energy: -247.17287 a.u.
Total charge: 0
Orbital gap: 0.340 Ha
Relative energy (zero: lowest compared OMol25 entry of this formula, charge and spin): 352.8 kJ/mol
E_LUMO: 0.10 eV
SMILES: C=C=N.C=O
Molar mass: 71.079 g/mol

***

(3)
H2NO2P | the ωB97M-V functional and the def2-TZVPD basis

Each line ends with the Löwdin charge.
Positions of all 6 atoms, in Å:
N -0.07 0.31 0.41  0.222
O 3.78 -1.38 1.84  -0.458
O 1.67 -1.02 0.97  -0.420
P 2.80 -0.29 1.74  0.624
H -0.62 -0.52 0.21  0.018
H 0.39 0.62 -0.44  0.014

Calculated values
Energy: -547.66356 a.u.
Total charge: 0
Orbital gap (alpha / beta): 0.250 / 0.249 Ha
Relative energy (zero: lowest compared OMol25 entry of this formula, charge and spin): 393.7 kJ/mol
E_LUMO (alpha / beta): -3.52 / -3.53 eV
Molar mass: 78.995 g/mol